(1)
DFT (ωB97M-V/def2-TZVPD) results for C21H19ClCoN3OS4Sb as an isolated structure at a distorted geometry.

Its total energy is -4727.29169 Ha. As for the expectation value of S²: 6.02. The spin multiplicity is 5. For the HOMO energy (alpha / beta), the calculation gives -0.17464 / -0.17312 Ha. The LUMO energy (alpha / beta) comes out at 1.51 / 1.19 eV. Its total charge is -1.

Structure (XYZ):
```
51
Properties=species:S:1:pos:R:3:lowdin_charge:R:1
Co -0.99 1.27 0.67 0.3802
Cl 3.49 -3.19 4.15 0.6159
C 2.31 -2.01 3.65 -0.7011
C 1.11 -1.88 4.37 -0.1114
C 0.18 -0.96 3.99 -0.0052
C 0.36 -0.12 2.85 -0.3705
O -0.58 0.70 2.54 -0.1360
C 1.59 -0.26 2.14 -0.1468
C 1.93 0.55 1.03 -0.0729
N 1.14 1.40 0.47 0.0478
C 1.56 2.20 -0.58 -0.1886
C 2.81 2.24 -1.17 -0.0138
C 3.08 3.11 -2.23 -0.0848
C 2.11 3.94 -2.73 -0.0391
C 0.81 3.94 -2.17 -0.1656
C -0.25 4.73 -2.64 -0.0051
C -1.48 4.64 -2.05 -0.0600
C -1.65 3.75 -0.98 -0.1964
N -0.68 3.00 -0.51 0.0030
C 0.55 3.07 -1.08 -0.1989
C 2.54 -1.21 2.56 -0.0830
H 0.94 -2.52 5.23 0.1007
H -0.75 -0.85 4.53 0.1171
H 2.95 0.43 0.66 0.1167
H 3.61 1.61 -0.81 0.0962
H 4.07 3.11 -2.67 0.1000
H 2.31 4.60 -3.56 0.1092
H -0.08 5.39 -3.49 0.1168
H -2.33 5.19 -2.41 0.1019
H -2.63 3.61 -0.54 0.0439
H 3.47 -1.30 2.02 0.1084
S -4.36 2.53 -2.86 -0.1630
Sb -3.54 0.71 -1.72 -0.1838
S -1.42 0.97 -2.82 0.0166
S -3.33 1.25 0.60 -0.0109
S -4.28 -1.42 -2.04 -0.2293
C 0.42 -3.91 0.26 -0.0356
C -0.93 -3.31 -0.15 -0.5719
C -1.32 -3.67 -1.59 -0.0464
C -2.05 -3.73 0.82 -0.0255
C -0.83 -1.86 -0.08 -0.1032
N -0.85 -0.72 -0.04 0.1816
H 0.34 -5.00 0.22 0.0879
H 0.69 -3.61 1.27 0.0786
H 1.21 -3.59 -0.42 0.0890
H -1.48 -4.75 -1.66 0.0874
H -0.53 -3.39 -2.29 0.0898
H -2.24 -3.16 -1.88 0.0030
H -2.15 -4.82 0.78 0.0883
H -3.00 -3.27 0.55 0.0833
H -1.80 -3.44 1.84 0.0854
```

=====

(2)
DFT (ωB97M-V/def2-TZVPD) results for C4H3HgO6 as an isolated structure at a distorted geometry.

Its total energy is -758.46566 Ha. For the HOMO energy (alpha / beta), the calculation gives -0.44984 / -0.41628 Ha. The LUMO energy (alpha / beta) comes out at -8.09 / -8.09 eV. Its total charge is +1.

Structure (XYZ):
```
14
Properties=species:S:1:pos:R:3:lowdin_charge:R:1
O 0.17 -1.47 0.75 0.0325
C -0.32 -0.33 0.52 0.0130
O 0.00 1.54 -0.98 0.1026
C 1.10 2.13 -0.54 -0.7496
C -0.08 0.13 -0.88 -0.0750
O 2.06 1.47 -0.05 -0.0952
O 1.16 3.39 -0.59 -0.0588
H 0.82 -0.34 -1.31 0.1584
H -0.94 -0.18 -1.49 0.1686
Hg 2.88 3.17 0.30 1.5508
O -1.63 -3.23 0.99 0.1442
C -1.21 -2.15 1.58 -0.3380
O -1.88 -1.09 1.50 0.0018
H -2.14 -3.04 0.18 0.1445
```

=====

(3)
DFT (ωB97M-V/def2-TZVPD) results for C22H24N6O in the gas phase at a distorted geometry.

Its total energy is -1256.50948 Ha. For the HOMO energy, the calculation gives -0.29221 Ha. The LUMO energy comes out at 0.42 eV.

Structure (XYZ):
```
53
Properties=species:S:1:pos:R:3:lowdin_charge:R:1
C -1.73 3.63 0.04 -0.0706
C -2.42 2.95 1.03 -0.0037
C -2.32 1.56 1.13 -0.2557
O -3.06 0.99 2.12 -0.0385
C -2.99 -0.40 2.32 -0.1749
C -1.69 -0.80 3.06 -0.1633
N -1.42 -2.22 3.15 -0.1765
C -1.09 -2.86 1.89 -0.2067
C -0.46 -4.23 2.17 -0.1869
C -1.43 -5.09 2.97 -0.2122
C -1.84 -4.35 4.24 -0.1870
C -2.41 -2.98 3.88 -0.2069
C -1.52 0.88 0.23 0.0330
C -0.81 1.56 -0.76 -0.1541
C 0.02 0.79 -1.67 -0.1814
N -0.24 -0.48 -1.91 0.1120
N 0.67 -0.93 -2.78 0.0400
C 1.55 0.04 -3.14 -0.1941
C 2.65 0.02 -4.00 -0.0095
C 3.37 1.18 -4.12 -0.0321
C 3.03 2.35 -3.40 -0.1547
C 3.80 3.56 -3.52 -0.3019
N 3.51 4.71 -2.96 0.0561
N 4.45 5.60 -3.29 0.0041
C 5.31 5.01 -4.05 -0.1929
N 4.96 3.71 -4.24 0.1308
C 1.93 2.36 -2.55 0.0488
C 1.17 1.20 -2.43 -0.0768
C -0.93 2.95 -0.86 -0.0349
H -1.83 4.70 -0.03 0.1067
H -3.04 3.47 1.73 0.1166
H -3.07 -0.94 1.37 0.1185
H -3.86 -0.64 2.94 0.1266
H -1.73 -0.40 4.08 0.1268
H -0.84 -0.33 2.56 0.1196
H -0.38 -2.23 1.35 0.1186
H -1.98 -3.00 1.25 0.1232
H 0.45 -4.08 2.75 0.1147
H -0.20 -4.71 1.23 0.1075
H -0.97 -6.05 3.22 0.1062
H -2.32 -5.29 2.36 0.1106
H -2.58 -4.92 4.80 0.1079
H -0.96 -4.21 4.87 0.1145
H -2.66 -2.43 4.79 0.1228
H -3.34 -3.12 3.29 0.1246
H -1.41 -0.20 0.25 0.0933
H 0.63 -1.88 -3.10 0.1590
H 2.92 -0.87 -4.54 0.1104
H 4.22 1.19 -4.79 0.1003
H 6.18 5.47 -4.48 0.1088
H 5.45 3.02 -4.78 0.1429
H 1.72 3.26 -2.00 0.1076
H -0.42 3.48 -1.64 0.1024
```

=====

(4)
DFT (ωB97M-V/def2-TZVPD) results for a 2-piece molecular cluster, C5H9O3S overall at a distorted geometry.

Its total energy is -819.77690 Ha. For the HOMO energy, the calculation gives -0.11887 Ha. The LUMO energy comes out at 3.58 eV. Its total charge is -1.

Structure (XYZ):
```
18
Properties=species:S:1:pos:R:3:lowdin_charge:R:1
C -0.98 0.75 2.26 -0.1801
C 0.70 -1.79 -1.20 -0.1242
C -0.52 0.26 -1.99 -0.1353
C 0.04 -0.52 -0.75 -0.4889
C 0.97 0.27 0.12 -0.8506
O 1.00 0.46 1.40 -0.2048
O -0.60 2.08 2.70 -0.0999
O -1.14 0.04 3.35 -0.0002
S 2.05 1.27 -0.82 0.4216
H 0.69 -2.48 -0.38 0.0559
H 0.09 -2.36 -1.99 0.0878
H 1.69 -1.59 -1.75 0.0917
H 0.20 0.27 -2.81 0.0505
H -0.55 1.31 -1.65 0.0564
H -1.44 -0.14 -2.25 0.0356
H -0.91 -0.82 -0.29 0.1146
H -0.95 0.44 4.19 0.0841
H -0.32 2.55 1.87 0.0857
```

=====

(5)
DFT (ωB97M-V/def2-TZVPD) results for a 2-piece molecular cluster, C7H17N3O overall at a distorted geometry.

Its total energy is -516.25681 Ha. For the HOMO energy, the calculation gives -0.33562 Ha. The LUMO energy comes out at 0.70 eV.

Structure (XYZ):
```
28
Properties=species:S:1:pos:R:3:lowdin_charge:R:1
C -0.95 3.40 0.28 -0.1021
C -0.02 2.42 -0.50 -0.1885
C -0.64 1.05 -0.52 -0.1036
N -0.03 0.05 -0.05 0.0496
C -0.49 -1.29 -0.05 -0.6037
C -2.00 -1.46 -0.46 -0.0812
C 0.39 -2.27 -0.91 0.0031
C -0.57 -1.81 1.38 -0.0881
H -0.70 4.54 0.11 0.1112
H -1.93 3.16 0.20 0.0076
H -0.82 3.23 1.43 0.1030
H 1.01 2.26 -0.10 0.1118
H 0.00 2.95 -1.41 0.0884
H -1.57 0.89 -1.07 0.1190
H -2.41 -2.50 -0.52 0.0871
H -2.64 -0.78 0.32 0.1344
H -2.06 -1.13 -1.54 0.0797
H 0.54 -3.13 -0.36 0.0494
H 1.30 -1.57 -1.12 0.0934
H -0.04 -2.46 -1.83 0.0413
H -1.23 -2.70 1.62 0.1015
H 0.44 -2.10 1.88 0.1141
H -0.84 -1.11 2.12 0.0482
H 4.58 0.18 0.43 0.0683
N 4.09 -0.30 -0.36 0.0329
N 2.91 -0.18 -0.38 -0.2040
O 2.40 0.37 0.74 -0.1495
H 1.29 0.29 0.65 0.0766
```

=====

(6)
DFT (ωB97M-V/def2-TZVPD) results for C7H13ClI2N2OPTl as an isolated structure at a distorted geometry.

Its total energy is -2027.98388 Ha. For the HOMO energy (alpha / beta), the calculation gives -0.53346 / -0.53342 Ha. The LUMO energy (alpha / beta) comes out at -10.97 / -10.94 eV. Its total charge is +2.

Structure (XYZ):
```
28
Properties=species:S:1:pos:R:3:lowdin_charge:R:1
I -2.21 -4.09 -2.07 0.5565
I -3.49 -2.42 0.80 0.2658
Tl -1.30 -0.74 1.25 0.3889
P -1.58 1.22 -1.64 0.8377
C -2.96 0.68 -2.67 -0.1723
C -2.35 2.73 -0.93 -0.1850
H 0.34 2.43 -2.53 0.0469
H -1.19 2.91 -3.35 0.0800
H -0.35 1.36 -3.71 0.0706
C -0.60 2.09 -2.93 -0.2419
H -1.67 3.25 -0.24 0.0795
H -2.63 3.37 -1.79 0.0933
H -3.32 1.59 -3.19 0.1092
H -3.74 0.23 -2.04 0.0703
H -3.24 2.45 -0.35 0.0735
H -2.59 -0.07 -3.40 0.0810
C -0.46 -2.45 -1.64 -0.5009
O 0.50 -2.90 -1.18 -0.0085
Cl 0.58 0.36 -0.59 0.2382
N 3.65 -1.18 2.50 0.0788
C 3.04 -1.90 3.52 -0.0447
C 1.69 -1.88 3.25 -0.1300
N 1.50 -1.14 2.10 -0.0655
C 2.69 -0.73 1.67 -0.2166
H 4.65 -1.03 2.42 0.1737
H 3.54 -2.37 4.34 0.1181
H 0.86 -2.30 3.82 0.1094
H 2.91 -0.11 0.82 0.0940
```